The following is a DFT calculation (ωB97M-V/def2-TZVPD) of the molecule C18H25N3O4S.

Structure (XYZ):
```
51
Properties=species:S:1:pos:R:3:forces:R:3
C 2.703904 -2.538657 -3.699326 -0.154 0.121 0.014
C 1.859252 -1.295388 -3.952565 0.170 0.014 -0.111
C 2.699452 -0.049226 -4.234737 -0.129 -0.046 0.253
C 3.564486 0.381908 -3.045940 0.226 -0.205 -0.346
N 2.783679 0.595051 -1.845661 0.090 0.111 -0.120
C 2.901848 -0.275656 -0.827229 -0.036 0.073 0.326
O 3.780757 -1.123785 -0.769606 0.195 -0.249 0.116
C 1.909410 -0.167714 0.292364 -0.054 -0.104 -0.061
C 2.391709 -0.193700 1.558994 0.002 0.073 -0.420
N 1.628433 -0.198817 2.675416 0.169 -0.015 -0.152
C 0.258037 -0.215472 2.559865 -0.604 -0.010 -0.254
C -0.574614 -0.196964 3.690537 0.035 -0.036 0.028
C -1.943400 -0.227020 3.548197 -0.012 0.010 0.074
C -2.510836 -0.281696 2.282248 -0.517 0.073 -0.088
C -1.719901 -0.299548 1.161706 0.167 -0.029 -0.023
C -0.329021 -0.255751 1.278544 -0.195 -0.020 0.197
C 0.479768 -0.254198 0.043944 0.177 0.052 0.219
O -0.030217 -0.329762 -1.064660 -0.042 -0.059 -0.002
H -2.156775 -0.344477 0.176596 0.035 0.018 -0.154
S -4.291575 -0.371263 2.114221 0.217 0.254 -0.233
O -4.883328 -0.012019 3.375380 0.212 0.179 -0.023
O -4.644809 -1.634764 1.541531 0.043 -0.009 -0.287
N -4.547826 0.820955 0.950034 0.352 -0.859 0.667
C -5.732073 0.623075 0.144506 -0.314 -0.306 -0.134
H -5.795110 -0.438648 -0.080037 -0.170 0.053 -0.189
H -6.643862 0.936208 0.665794 -0.006 0.010 -0.038
H -5.632094 1.189220 -0.781974 0.016 -0.007 0.038
C -4.412981 2.142305 1.513553 0.053 0.367 0.239
H -4.378092 2.873889 0.706878 0.049 -0.023 -0.009
H -3.479598 2.178333 2.072757 0.035 0.243 0.025
H -5.239018 2.383594 2.192198 0.039 0.049 -0.039
H -2.599040 -0.208359 4.404386 0.008 0.023 0.168
H -0.153611 -0.160118 4.681354 0.048 0.004 0.089
C 2.260735 -0.211614 3.974261 0.103 0.016 0.399
H 1.956861 -1.094200 4.539893 0.019 0.037 0.006
H 1.998922 0.684261 4.541250 0.023 -0.044 0.008
H 3.340427 -0.238729 3.846594 -0.071 0.005 -0.030
H 3.462151 -0.204984 1.712066 0.023 -0.055 0.061
C 1.864954 1.705808 -1.856028 -0.336 0.120 -0.045
H 2.305985 2.516589 -2.437399 0.033 0.019 0.058
H 0.903392 1.430681 -2.295123 0.058 0.087 -0.004
H 1.691136 2.059218 -0.839633 -0.012 0.036 -0.067
H 4.298194 -0.390850 -2.813174 -0.022 0.165 -0.046
H 4.096327 1.307787 -3.294397 0.002 -0.076 0.060
H 2.034625 0.771769 -4.512784 0.024 0.061 -0.098
H 3.365131 -0.239334 -5.079722 0.010 0.071 -0.069
H 1.212803 -1.471254 -4.816081 -0.067 0.030 0.042
H 1.213709 -1.114551 -3.091087 -0.098 0.037 -0.043
H 3.397809 -2.706513 -4.521516 0.098 -0.073 -0.087
H 3.271511 -2.443502 -2.777701 0.104 -0.051 0.075
H 2.062375 -3.412120 -3.608685 0.001 -0.135 0.011
```
Positions in Å, forces in eV/Å.

- energy relative to the best compared isomer or geometry (same formula, charge and spin) (kcal per mole) = 43.4
- total charge = 0
- strongest force on any atom (eV/Å) = 1.14
- SMILES = CCCCN(C)C(=O)c1cn(C)c2ccc(S(=O)(=O)N(C)C)cc2c1=O
- total energy (eV) = -42567.5017
- highest occupied orbital energy (eV) = -8.7
- E_LUMO (hartree) = -0.0045


The following is a DFT calculation (ωB97M-V/def2-TZVPD) of C18H25N4OPd as an isolated structure.

Structure (XYZ):
```
49
Properties=species:S:1:pos:R:3:forces:R:3
Pd -0.209874 -0.238589 0.594700 -0.259 -0.230 0.018
C -3.817591 -2.001956 -4.456989 0.000 -0.001 0.001
C -2.919595 -1.650049 -3.305414 -0.005 -0.003 -0.026
C -2.115010 -0.519165 -3.323931 0.005 -0.029 0.010
C -1.310833 -0.224433 -2.235791 -0.046 -0.097 -0.097
N -1.264710 -1.002025 -1.152216 0.024 0.289 0.011
C -2.024310 -2.099210 -1.131472 0.094 -0.087 0.035
C -2.859003 -2.453538 -2.173288 0.027 -0.008 -0.004
H -3.725538 -1.278699 -5.266204 0.000 0.001 0.000
H -4.860679 -2.027713 -4.137302 0.000 -0.001 -0.001
H -3.572323 -2.990300 -4.848695 0.000 0.000 0.002
H -2.115717 0.145270 -4.178880 0.008 -0.001 -0.004
H -0.702611 0.668318 -2.194750 -0.008 0.040 0.072
H -1.944399 -2.720531 -0.250458 -0.050 0.042 0.008
H -3.446471 -3.359227 -2.094384 0.006 -0.004 0.003
C -1.453508 3.621943 -0.741108 0.027 -0.001 0.003
C -0.763605 2.773263 0.336884 0.001 0.027 -0.040
C -1.688777 2.679494 1.552405 -0.013 0.016 0.004
C 0.558367 3.442879 0.726303 0.009 -0.016 0.002
O -0.537046 1.526824 -0.254830 0.031 -0.088 0.095
H -1.619456 4.647854 -0.400456 -0.010 -0.004 0.000
H -2.416132 3.176850 -1.002296 0.000 -0.008 -0.005
H -0.831087 3.647447 -1.638654 0.006 0.014 0.004
H -1.905997 3.673734 1.956284 -0.012 0.003 -0.006
H -1.226783 2.075191 2.332055 -0.001 0.010 -0.008
H -2.630293 2.208544 1.258828 0.001 -0.007 -0.002
H 0.398195 4.460956 1.096121 -0.001 -0.001 0.014
H 1.211253 3.486094 -0.148728 -0.006 0.014 -0.005
H 1.054218 2.853668 1.496155 0.006 -0.001 -0.013
N 0.032251 -2.154566 1.219894 -0.042 0.096 -0.128
C -0.010474 -3.307271 1.342336 0.064 0.001 0.087
N -0.011863 -4.584328 1.557308 -0.010 -0.001 -0.016
C -0.681224 -5.345013 0.709180 0.019 -0.001 0.002
N -1.248845 -6.074329 0.006041 -0.023 0.002 0.005
C 2.734337 2.460493 4.150571 -0.001 -0.002 0.005
C 1.765483 1.316361 4.478684 -0.031 0.011 0.007
C 0.679536 1.834965 5.431820 -0.008 -0.001 -0.012
C 2.535547 0.177255 5.158668 0.000 0.006 0.013
C 1.135719 0.824374 3.241369 0.038 -0.108 0.043
C 0.612584 0.416172 2.228182 0.160 0.129 -0.071
H 3.169469 2.866602 5.068905 0.011 -0.010 -0.001
H 2.215776 3.263883 3.625734 -0.005 0.008 0.011
H 3.541512 2.104182 3.509014 -0.008 0.004 -0.013
H 1.129755 2.215982 6.353537 0.000 -0.002 0.001
H -0.016932 1.034965 5.686077 -0.001 0.000 -0.002
H 0.112142 2.639057 4.960442 0.002 0.003 0.002
H 2.975971 0.521471 6.099727 0.008 0.003 -0.005
H 3.334331 -0.182752 4.509207 -0.007 -0.008 -0.005
H 1.869295 -0.660206 5.367697 -0.002 0.002 0.007
```
Positions in Å, forces in eV/Å.

- energy relative to the best compared isomer or geometry (same formula, charge and spin) (kcal per mole) = 0.2
- total charge = -1
- strongest force on any atom (eV/Å) = 0.35
- total energy (eV) = -30559.7746
- highest occupied orbital energy (eV) = -5.1
- E_LUMO (hartree) = 0.0991


The following is a DFT calculation (ωB97M-V/def2-TZVPD) of C18H25N5O2S2 as an isolated structure.

Structure (XYZ):
```
52
Properties=species:S:1:pos:R:3:forces:R:3
C 3.163314 1.193804 3.159654 5.624 8.241 -2.547
C 3.553033 0.838832 1.763885 9.709 0.793 4.224
C 4.520749 1.837728 1.037921 -1.504 -1.139 14.706
H 5.498366 1.964099 1.789733 -2.166 -0.697 -1.511
H 4.957352 1.696031 0.283792 5.238 -2.961 -11.527
H 4.226915 2.766686 1.169843 -2.345 4.578 -0.040
C 2.606323 0.397078 0.985993 -6.447 3.740 -11.286
N 1.363068 0.237528 1.403899 -1.711 -4.802 4.144
C 0.172447 0.733587 0.994418 -2.186 -7.254 3.915
O 0.042904 1.675781 0.374715 -0.311 7.656 -4.809
N -0.899414 -0.080747 1.316303 -1.392 3.152 -0.217
H -0.713630 -0.746246 1.978207 0.317 -1.946 1.892
C -2.342431 0.516233 1.234933 1.440 -14.536 0.068
C -2.857232 -0.677650 -0.043411 0.600 4.019 0.784
C -4.225119 -0.100956 -0.413370 -1.383 -3.034 -1.928
C -5.134251 -0.321773 0.884357 -0.520 6.748 -2.399
C -4.719260 0.758400 2.038385 10.973 1.577 -16.194
C -3.229819 0.303508 2.381876 -2.284 -0.367 -1.689
H -2.962193 1.113267 2.916161 1.334 1.780 3.878
H -3.250594 -0.754736 2.746877 0.454 1.242 0.204
H -4.592625 1.855171 1.453476 -1.074 -2.857 2.198
H -5.220963 0.564531 2.706681 -9.429 -1.973 12.569
H -5.247528 -1.296340 1.140449 0.626 -3.021 1.147
H -6.141550 -0.088866 0.505153 -0.051 0.283 0.427
H -4.177228 0.945593 -1.081829 -0.292 -2.573 2.452
H -4.697150 -0.921231 -1.175755 0.864 2.083 1.234
H -2.874742 -1.574915 0.619601 0.003 0.266 -1.350
H -2.186246 -0.624395 -0.996484 -0.613 -0.532 2.217
H -2.189598 1.254630 0.738408 0.857 9.724 -5.069
O 1.293076 -1.145098 2.186821 0.392 0.615 -3.969
H 1.471816 -1.804234 1.378196 -0.562 1.812 2.527
N 3.045348 -0.407360 -0.102291 2.059 -5.336 -1.737
C 3.900144 -1.431055 0.376134 -0.670 6.052 3.384
S 4.365910 -2.757258 -0.167280 1.420 -5.100 -2.480
S 4.615579 -0.794718 1.985707 -1.274 0.273 -1.482
N 2.408625 -0.946231 -1.447266 -1.185 7.204 4.030
C 1.515920 -0.011758 -1.881798 1.465 -7.691 0.971
C 0.923779 -0.895582 -3.019957 -5.891 13.257 1.353
C -0.093310 0.023964 -3.688878 0.474 -2.951 1.594
C -0.538170 -0.554301 -4.919402 -7.173 12.224 5.176
C -0.209294 -1.681519 -5.293327 7.428 -10.502 -5.955
N 1.021825 -2.485000 -4.850248 -3.053 5.507 2.534
C 1.512207 -1.804202 -3.675987 1.001 -8.463 -5.740
H 2.279897 -2.331274 -3.173777 1.216 -0.424 -0.101
H -0.370861 -1.925977 -6.392533 -0.677 -0.510 1.701
H -1.635776 0.136964 -5.272407 3.625 -2.468 0.102
H -0.604095 0.937830 -3.066558 1.537 -2.354 -2.036
H 0.944971 0.762593 -1.288113 1.079 -0.476 -1.060
H 2.287983 1.505109 0.121381 0.494 -2.064 2.532
H 4.206510 1.409786 3.744474 -2.837 -0.476 -1.098
H 2.611487 0.529120 3.552450 -3.963 -4.767 3.168
H 2.603531 2.205571 2.980789 0.762 -1.552 1.090
```
Positions in Å, forces in eV/Å.

- energy relative to the best compared isomer or geometry (same formula, charge and spin) (kcal per mole) = 522.1
- total charge = 0
- strongest force on any atom (eV/Å) = 19.63
- total energy (eV) = -52266.5359
- highest occupied orbital energy (eV) = -8.3
- E_LUMO (hartree) = -0.0181


The following is a DFT calculation (ωB97M-V/def2-TZVPD) of the molecule C18H25N5OS.

Structure (XYZ):
```
50
Properties=species:S:1:pos:R:3:forces:R:3
C -1.525325 -0.949115 -3.577785 0.068 0.102 0.197
C -1.215049 -0.605088 -2.128358 -0.142 -0.201 -0.076
C -1.683637 -1.719678 -1.189219 0.031 0.252 -0.606
N -1.411160 -1.386971 0.183895 0.275 0.080 0.852
C -0.202780 -1.497993 0.808308 -0.088 0.055 0.149
N -0.241498 -0.947600 1.995308 0.785 -0.446 -0.290
N -1.470915 -0.446206 2.166357 -1.128 0.416 0.212
C -2.177294 -0.700237 1.096579 0.371 -0.137 0.102
C -3.567954 -0.313389 0.932775 -0.511 0.169 -0.102
C -3.979869 0.962396 1.317537 -0.035 -0.175 -0.112
C -5.309759 1.309193 1.167227 0.042 -0.074 -0.010
C -6.180805 0.369094 0.633715 -0.023 0.283 0.107
N -5.806856 -0.853166 0.297558 -0.419 -0.326 -0.208
C -4.541802 -1.189952 0.453030 0.384 0.095 0.116
H -4.303837 -2.217818 0.209059 0.150 -0.060 -0.012
H -7.226853 0.595698 0.477084 -0.072 0.114 0.031
H -5.663697 2.286903 1.454112 -0.047 0.080 0.012
H -3.256829 1.652224 1.725683 0.068 0.058 0.027
S 1.168094 -2.265214 0.069392 0.234 -0.237 -0.170
C 2.349986 -2.238491 1.462479 -0.089 -0.153 -0.172
H 2.629162 -3.275991 1.647430 0.025 0.194 0.040
H 1.823296 -1.823479 2.318072 0.037 -0.004 0.039
C 3.617127 -1.486295 1.074434 -0.194 -0.137 0.240
O 4.625176 -2.112821 0.801354 0.144 -0.347 -0.137
N 3.574395 -0.140502 1.056140 0.244 0.335 0.117
C 2.434597 0.710597 1.302732 -0.466 -0.077 -0.245
H 1.623326 0.168143 1.785411 0.142 0.056 0.012
C 1.950519 1.339574 -0.011286 -0.005 0.347 0.207
C 0.728392 2.216402 0.235004 0.182 -0.238 -0.074
H -0.063578 1.644097 0.712491 -0.170 -0.047 0.078
H 0.983608 3.047819 0.888252 -0.001 0.153 0.092
H 0.350966 2.618470 -0.702583 -0.061 0.099 -0.083
C 3.103856 2.131006 -0.631083 -0.059 -0.366 -0.192
C 4.329318 1.236092 -0.804962 0.013 0.186 0.231
C 4.709881 0.590622 0.527368 0.364 -0.158 -0.351
H 5.532689 -0.113831 0.399410 -0.076 0.158 0.086
H 5.001114 1.359236 1.251144 0.006 -0.017 -0.002
H 5.172639 1.815811 -1.182223 0.053 -0.028 -0.054
H 4.108409 0.447317 -1.527273 0.047 -0.040 -0.043
H 2.799831 2.539860 -1.596778 -0.024 0.099 -0.002
H 3.354312 2.969650 0.023529 -0.015 0.109 0.044
H 1.677984 0.528559 -0.696414 0.038 -0.023 0.067
H 2.753002 1.509749 1.983152 -0.051 0.004 0.021
H -2.756779 -1.875281 -1.310350 0.148 -0.098 0.009
H -1.156294 -2.649626 -1.421866 -0.168 -0.008 0.010
H -0.139666 -0.464189 -2.004944 0.018 0.074 0.083
H -1.714238 0.326907 -1.850952 0.050 0.001 0.077
H -1.021084 -1.868216 -3.866048 0.035 -0.110 -0.113
H -2.595489 -1.082588 -3.719305 -0.112 -0.029 -0.083
H -1.188648 -0.151671 -4.234590 0.002 0.017 -0.122
```
Positions in Å, forces in eV/Å.

- energy relative to the best compared isomer or geometry (same formula, charge and spin) (kcal per mole) = 0.0
- total charge = 0
- strongest force on any atom (eV/Å) = 1.22
- SMILES = CCCn1c(SCC(=O)N2CCC[C@H](C)C2)nnc1-c1cccnc1
- total energy (eV) = -39405.7899
- highest occupied orbital energy (eV) = -8.6
- E_LUMO (hartree) = 0.0201


Kohn-Sham gap values (in eV) by entry order: 8.60; 7.76; 7.79; 9.10.